{"formula": "C30H52BrN5O15", "method": "ωB97M-V/def2-TZVPD", "symbols": ["N", "C", "N", "N", "C", "N", "C", "C", "C", "C", "C", "C", "N", "C", "C", "C", "Br", "C", "C", "C", "C", "H", "H", "H", "H", "H", "H", "H", "H", "H", "H", "H", "H", "H", "H", "H", "H", "H", "H", "H", "H", "H", "H", "C", "O", "C", "O", "O", "C", "H", "H", "H", "H", "H", "H", "C", "O", "C", "O", "O", "C", "H", "H", "H", "H", "H", "H", "C", "O", "C", "O", "O", "C", "H", "H", "H", "H", "H", "H", "C", "O", "C", "O", "O", "C", "H", "H", "H", "H", "H", "H", "C", "O", "C", "O", "O", "C", "H", "H", "H", "H", "H", "H"], "xyz": [[1.28356, 7.16928, -2.36226], [1.15072, 6.55548, -3.68451], [-0.23590, 6.25018, -3.99514], [1.63480, 7.41007, -4.73845], [2.10653, 5.33005, -3.74281], [2.28138, 4.66134, -2.43617], [1.32427, 3.83625, -1.98039], [1.43070, 3.23889, -0.75294], [2.56054, 3.48666, 0.03087], [2.71479, 2.85344, 1.36655], [3.93558, 2.29004, 1.75048], [4.06018, 1.71941, 2.99373], [3.01854, 1.71163, 3.85378], [3.23516, 1.14849, 5.20707], [3.95424, 2.13769, 6.15411], [3.60597, 3.61324, 5.96487], [4.65377, 4.65571, 7.18933], [1.82842, 2.22686, 3.50332], [1.64649, 2.80194, 2.26709], [3.54793, 4.33541, -0.47341], [3.37899, 4.91300, -1.70234], [0.67370, 6.73832, -1.67400], [0.98926, 8.13824, -2.42747], [-0.37119, 5.44272, -4.58930], [-0.81251, 6.15008, -3.17141], [0.97146, 8.16011, -4.90011], [2.52834, 7.82634, -4.49678], [1.75130, 4.57945, -4.44594], [3.08552, 5.68394, -4.05426], [0.48171, 3.66247, -2.63769], [0.65217, 2.56436, -0.41887], [4.78371, 2.27808, 1.07754], [4.98973, 1.26797, 3.33383], [2.28226, 0.82212, 5.61708], [3.88802, 0.28843, 5.07089], [3.67093, 1.87625, 7.17267], [5.02728, 1.98448, 6.05038], [2.54987, 3.80091, 6.16095], [3.82384, 3.99025, 4.96767], [1.03596, 2.18070, 4.23823], [0.68158, 3.22433, 2.02208], [4.43601, 4.56142, 0.10146], [4.10650, 5.59052, -2.12519], [1.31492, 0.45270, -3.06069], [0.24650, -0.03333, -3.85394], [-0.54859, -0.90243, -3.19390], [-0.40608, -1.18939, -2.03227], [-1.46264, -1.34198, -4.02661], [-2.38537, -2.30683, -3.48107], [1.86489, 1.15427, -3.68702], [0.92595, 0.95795, -2.17629], [1.97980, -0.35201, -2.75047], [-2.94537, -1.87927, -2.65363], [-1.85084, -3.19340, -3.15032], [-3.05999, -2.56052, -4.29021], [7.95466, 1.63926, 0.37745], [7.80051, 2.83595, 1.16426], [7.04419, 2.71169, 2.23547], [6.42547, 1.72400, 2.57067], [7.02103, 3.87495, 2.89049], [6.38827, 3.78250, 4.16792], [8.59966, 1.91641, -0.44869], [8.41957, 0.85504, 0.96900], [6.98963, 1.29921, 0.00643], [6.97264, 3.15543, 4.83890], [5.39272, 3.36702, 4.06044], [6.32547, 4.78928, 4.56719], [-6.50558, -3.80624, -0.58828], [-6.52033, -5.11889, -1.15121], [-5.82078, -5.25258, -2.27548], [-5.19930, -4.37536, -2.82409], [-5.93259, -6.50677, -2.68998], [-5.23433, -6.80160, -3.90526], [-7.11433, -3.86597, 0.30819], [-5.48936, -3.51144, -0.33168], [-6.93298, -3.08573, -1.28315], [-4.16513, -6.63980, -3.78308], [-5.61440, -6.19322, -4.72334], [-5.42296, -7.84800, -4.12037], [1.87140, -2.59285, 5.53840], [1.37642, -2.42609, 6.86304], [0.11268, -2.85652, 7.02500], [-0.57376, -3.30575, 6.14741], [-0.22118, -2.68963, 8.29345], [-1.54738, -3.13379, 8.62722], [2.88811, -2.20505, 5.55299], [1.89123, -3.64058, 5.24713], [1.26192, -2.03298, 4.82715], [-1.64897, -4.19867, 8.43341], [-2.28802, -2.58157, 8.05340], [-1.66311, -2.93205, 9.68646], [-9.97344, -9.98045, -7.12889], [-9.03831, -9.14575, -6.43306], [-9.56487, -8.02867, -5.94031], [-10.71156, -7.68219, -6.03286], [-8.59598, -7.34893, -5.31941], [-9.03217, -6.11864, -4.73862], [-9.40299, -10.83948, -7.46679], [-10.77118, -10.29783, -6.46109], [-10.39678, -9.45150, -7.97987], [-9.79591, -6.29518, -3.98403], [-9.41702, -5.44403, -5.50100], [-8.15623, -5.67926, -4.26902]], "forces_ev_per_angstrom": [[0.0, 0.1, -0.1], [-0.2, 0.2, 0.0], [0.1, -0.4, 0.5], [0.1, 0.2, 0.2], [0.1, 0.0, 0.0], [0.1, -0.1, 0.0], [-0.1, 0.1, -0.3], [0.2, 0.0, 0.5], [-0.1, 0.0, -0.1], [0.1, -0.2, 0.3], [-0.5, 0.3, -0.5], [-0.9, -0.5, 0.8], [-0.1, 0.0, -0.5], [0.3, 0.2, 0.4], [-0.3, 0.1, -0.3], [-0.3, -0.4, -0.2], [0.0, 0.2, 0.1], [0.0, 0.1, 0.1], [0.1, 0.0, -0.2], [-0.1, -0.3, 0.4], [-0.1, 0.2, -0.2], [0.0, 0.0, 0.0], [0.1, 0.0, 0.0], [0.0, 0.2, -0.3], [0.0, 0.1, 0.0], [-0.1, -0.1, -0.2], [0.0, 0.0, -0.1], [0.0, 0.1, -0.1], [0.0, -0.1, 0.0], [0.1, 0.0, 0.0], [0.0, 0.0, 0.0], [-0.2, -0.1, 0.1], [-0.8, 0.1, 0.0], [-0.1, 0.0, -0.2], [-0.3, -0.2, 0.0], [0.2, -0.2, 0.0], [0.0, 0.1, 0.1], [0.1, 0.1, 0.2], [0.0, 0.0, 0.1], [0.0, 0.0, 0.0], [0.0, 0.0, 0.0], [0.0, 0.0, 0.0], [-0.1, 0.0, 0.0], [0.1, 0.1, -0.1], [0.0, 0.0, 0.0], [0.0, 0.0, 0.0], [0.0, 0.0, 0.1], [0.0, 0.0, 0.0], [-0.2, -0.1, 0.0], [0.0, 0.0, 0.0], [0.0, -0.1, 0.1], [0.0, 0.0, 0.0], [0.0, 0.0, 0.0], [0.0, 0.0, 0.0], [0.0, 0.0, 0.0], [0.1, -0.1, -0.1], [-0.2, -0.1, 0.1], [0.5, 0.7, 0.0], [1.8, -0.1, -0.4], [0.0, -0.5, -0.2], [0.1, 0.3, 0.2], [0.0, 0.0, 0.0], [0.0, 0.0, 0.0], [0.0, 0.0, 0.0], [0.0, 0.0, 0.0], [0.1, 0.1, 0.0], [0.1, 0.0, -0.1], [0.0, 0.0, 0.1], [0.0, 0.0, 0.0], [-0.1, 0.0, 0.0], [0.1, 0.1, 0.0], [0.0, 0.0, 0.0], [0.0, -0.1, -0.2], [0.0, 0.0, 0.0], [0.0, 0.0, 0.0], [0.0, 0.0, 0.0], [0.0, 0.1, 0.0], [0.0, 0.1, 0.0], [-0.1, 0.0, 0.1], [0.1, 0.1, -0.1], [0.0, 0.1, 0.0], [0.0, 0.0, 0.0], [0.0, 0.0, 0.0], [0.0, 0.0, 0.0], [-0.1, 0.0, 0.1], [0.0, 0.0, 0.0], [-0.1, 0.0, 0.0], [0.0, -0.1, 0.0], [0.0, 0.0, 0.0], [0.0, 0.0, 0.0], [0.0, 0.0, 0.0], [0.0, -0.1, 0.0], [0.0, 0.0, 0.0], [0.0, 0.0, 0.0], [0.0, 0.0, 0.0], [0.1, 0.0, 0.0], [0.0, 0.2, 0.1], [0.0, 0.0, 0.0], [0.0, 0.0, 0.0], [0.0, 0.0, 0.0], [-0.1, 0.0, 0.0], [-0.1, 0.0, 0.0], [0.0, -0.1, 0.0]], "e_homo_ha": -0.4650, "energy_ha": -5150.2274, "total_charge": 2, "orbital_gap_ev": 5.263, "spin_multiplicity": 1, "lumo_ev": -7.4, "de_lowest_kcal_mol": 0.0}


{"formula": "C2H4ClFO", "method": "ωB97M-V/def2-TZVPD", "symbols": ["O", "C", "C", "F", "Cl", "H", "H", "H", "H"], "xyz": [[-1.29525, -0.72508, -0.81679], [-0.54142, -0.45543, 0.28814], [0.71628, 0.32232, 0.26366], [0.74788, 1.27389, -0.69182], [2.03671, -0.65606, -0.47588], [-1.69358, 0.17293, -1.37854], [-1.07518, 0.45745, 0.84917], [0.01666, -1.21195, 0.81174], [1.08792, 0.82193, 1.15031]], "forces_ev_per_angstrom": [[-1.3, 2.1, -3.4], [-0.8, 5.1, 2.3], [2.8, 0.5, -3.6], [-1.5, 2.5, -0.7], [1.0, -1.3, 0.7], [2.2, -3.7, 2.9], [0.0, -2.7, 0.3], [-2.0, -1.9, 0.8], [-0.4, -0.7, 0.7]], "smiles": "OC[C@H](F)Cl", "e_homo_ha": -0.3837, "energy_ha": -713.8091, "orbital_gap_ev": 10.907, "spin_multiplicity": 1, "lumo_ev": 0.5, "de_lowest_kcal_mol": 49.9}


{"formula": "C4H7NO", "method": "ωB97M-V/def2-TZVPD", "symbols": ["C", "C", "C", "N", "C", "O", "H", "H", "H", "H", "H", "H", "H"], "xyz": [[1.18221, 0.25622, -0.65832], [-0.14198, 0.68876, -0.01607], [-0.08153, 1.27898, 1.32754], [-0.20526, 1.58060, 2.43925], [-0.99720, -0.69533, 0.29630], [-0.98682, -1.61341, -0.75393], [1.52740, 0.85803, -1.49987], [1.97588, 0.10018, 0.07435], [1.01601, -0.73321, -1.15111], [-0.66594, 1.41032, -0.67055], [-2.02739, -0.39871, 0.51715], [-0.53009, -1.12755, 1.19973], [-0.06530, -1.60486, -1.10448]], "forces_ev_per_angstrom": [[0.1, -0.7, -0.3], [-0.7, -1.2, 0.1], [-0.1, 0.2, 0.9], [0.3, -0.1, -1.2], [0.6, 1.3, 0.1], [0.6, 0.3, -0.5], [0.0, 0.4, 0.4], [0.0, 0.2, -0.1], [0.7, 0.9, 0.3], [0.0, -0.7, 0.3], [0.2, -0.2, -0.1], [-0.2, 0.2, -0.2], [-1.3, -0.5, 0.3]], "smiles": "C[C@H](C#N)CO", "e_homo_ha": -0.3967, "energy_ha": -286.5677, "orbital_gap_ev": 11.436, "spin_multiplicity": 1, "lumo_ev": 0.6, "de_lowest_kcal_mol": 40.1}


{"formula": "ClH12O6", "method": "ωB97M-V/def2-TZVPD", "symbols": ["Cl", "O", "H", "H", "O", "H", "H", "O", "H", "H", "O", "H", "H", "O", "H", "H", "O", "H", "H"], "xyz": [[0.27075, -0.37141, 0.43197], [2.46988, 1.86904, -0.35865], [2.72036, 1.38367, -1.14990], [1.84102, 1.26882, 0.09201], [-3.14687, 0.54902, 0.07504], [-2.20692, 0.40113, -0.10905], [-3.14799, 1.40044, 0.52336], [-0.85221, 2.75516, 0.00516], [-0.45998, 1.86638, 0.01244], [-0.15406, 3.30708, -0.36044], [0.30561, 0.00398, -2.82476], [0.50884, -0.88281, -3.13556], [0.49351, -0.03282, -1.87088], [-0.27594, -3.42973, -0.52237], [0.55773, -3.81119, -0.81128], [-0.02599, -2.56401, -0.13988], [0.52824, -0.98336, 3.63988], [0.18389, -1.86193, 3.82285], [0.39012, -0.86748, 2.68004]], "forces_ev_per_angstrom": [[0.0, 0.1, -0.1], [-0.1, 0.0, 0.2], [-0.1, 0.0, 0.0], [0.2, 0.1, -0.2], [0.0, 0.0, 0.0], [-0.1, -0.2, 0.1], [0.1, 0.0, -0.1], [0.0, 0.0, 0.0], [0.0, 0.0, 0.1], [0.0, -0.1, 0.0], [0.3, 0.1, -0.1], [-0.1, 0.0, 0.1], [-0.3, -0.1, 0.1], [0.2, 0.1, 0.1], [0.0, 0.0, 0.0], [-0.2, -0.1, -0.2], [0.0, -0.1, -0.1], [0.0, 0.0, 0.0], [0.1, 0.1, 0.1]], "e_homo_ha": -0.2403, "energy_ha": -918.9620, "total_charge": -1, "orbital_gap_ev": 9.981, "spin_multiplicity": 1, "lumo_ev": 3.4, "de_lowest_kcal_mol": 2.5}


{"formula": "C3H3ClF2", "method": "ωB97M-V/def2-TZVPD", "symbols": ["F", "C", "C", "C", "F", "Cl", "H", "H", "H"], "xyz": [[-2.07655, 0.91707, 0.65520], [-1.16474, 0.14142, -0.10019], [0.21723, 0.10756, 0.42819], [1.33059, -0.30143, -0.16079], [1.45185, -0.30378, -1.46155], [2.78648, -0.32985, 0.66514], [-1.52969, -0.93724, -0.17567], [-1.20448, 0.36307, -1.28508], [0.18931, 0.34319, 1.43476]], "forces_ev_per_angstrom": [[1.4, -0.8, -0.9], [-1.2, -1.5, -3.8], [-0.9, -0.3, -0.7], [-1.3, 2.1, 0.8], [0.1, -0.9, -1.4], [1.3, -0.4, 0.4], [0.0, 1.3, 0.8], [0.0, 0.4, 2.7], [0.6, 0.1, 2.1]], "smiles": "FC/C=C(\\F)Cl", "e_homo_ha": -0.3515, "energy_ha": -775.9745, "orbital_gap_ev": 10.253, "spin_multiplicity": 1, "lumo_ev": 0.7, "de_lowest_kcal_mol": 28.0}


{"formula": "C5H12O", "method": "ωB97M-V/def2-TZVPD", "symbols": ["C", "C", "C", "O", "C", "C", "H", "H", "H", "H", "H", "H", "H", "H", "H", "H", "H", "H"], "xyz": [[2.64134, -0.34325, 0.56754], [1.62446, -0.76376, -0.48622], [0.26427, -0.18150, -0.15780], [-0.52343, -0.05312, -1.23114], [-1.66356, 0.63959, -1.00980], [-2.57352, 0.14467, 0.09867], [3.63212, -0.76204, 0.36591], [2.32008, -0.68408, 1.55921], [2.71752, 0.74760, 0.59374], [1.59919, -1.86660, -0.54382], [1.91496, -0.41557, -1.48446], [-0.22629, -0.58552, 0.73430], [-0.01552, 1.41164, 0.21583], [-2.14908, 0.78812, -1.98598], [-0.89014, 1.73643, -0.25936], [-3.58384, 0.53096, -0.05637], [-2.22008, 0.50219, 1.07008], [-2.64043, -0.95490, 0.15430]], "forces_ev_per_angstrom": [[0.1, 0.0, 0.1], [-0.1, 0.2, 0.0], [0.1, 0.8, 0.4], [0.0, -0.3, -0.1], [0.2, 0.8, 0.4], [0.0, 0.1, 0.2], [-0.2, 0.0, 0.0], [0.1, 0.1, -0.1], [0.1, -0.1, 0.1], [-0.2, 0.3, 0.1], [0.0, 0.0, 0.2], [0.1, 0.1, -0.1], [0.6, -1.5, -0.2], [0.2, 0.3, 0.5], [-1.0, -1.0, -1.1], [0.1, 0.0, 0.0], [-0.1, -0.1, 0.0], [0.1, 0.2, -0.2]], "e_homo_ha": -0.3163, "energy_ha": -272.8024, "orbital_gap_ev": 9.782, "spin_multiplicity": 1, "lumo_ev": 1.2, "de_lowest_kcal_mol": 91.8}